Record 1
The following is a quantum chemistry calculation of a molecular structure, C10H26N2O3Sr at a distorted geometry, from OMol25.

ORCA input file:
```
! RIJCOSX wB97M-V def2-TZVPD def2/J DEFGRID3
* xyz 2 1
Sr 0.29 1.03 -0.79
C -1.89 3.76 0.35
O -1.19 2.48 0.59
C -0.89 2.32 2.02
C 0.21 1.35 2.27
N 0.03 0.08 1.48
C 1.02 -0.87 1.81
C 2.41 -0.42 1.36
O 2.36 -0.04 0.03
C 3.73 0.39 -0.39
H -2.83 3.63 0.88
H -2.22 3.76 -0.69
H -1.32 4.61 0.72
H -1.81 2.03 2.52
H -0.60 3.24 2.53
H 0.05 1.17 3.34
H 1.21 1.78 2.19
H -0.89 -0.33 1.50
H 0.75 -1.81 1.31
H 0.91 -1.06 2.88
H 3.19 -1.19 1.31
H 2.96 0.30 1.97
H 4.08 1.14 0.32
H 3.79 0.83 -1.39
H 4.54 -0.35 -0.37
C -3.13 -2.19 -1.24
C -1.78 -1.45 -0.92
C -0.66 -1.94 -1.88
O 0.58 -1.24 -1.70
C 1.77 -1.78 -2.28
N -2.08 -0.06 -1.08
H -3.92 -1.82 -0.59
H -3.16 -3.28 -1.11
H -3.48 -1.98 -2.25
H -1.63 -1.63 0.15
H -0.95 -1.87 -2.93
H -0.52 -3.01 -1.72
H 1.48 -2.26 -3.21
H 2.21 -2.55 -1.64
H 2.55 -1.08 -2.59
H -2.99 0.13 -0.68
H -2.19 0.19 -2.05
*
```

As for the orbital gap: 10.44 eV. As for the LUMO energy: -6.347 eV.

***

Record 2
The following is a quantum chemistry calculation of a molecular structure, C32H28N5O11PtSTe at a distorted geometry, from OMol25.

ORCA input file:
```
! RIJCOSX wB97M-V def2-TZVPD def2/J DEFGRID3
* xyz -1 1
Pt 0.16 -0.06 0.74
O -2.09 0.13 3.09
C -1.51 -0.96 3.43
O -0.60 -1.10 4.25
C -2.04 -2.15 2.68
C -2.58 -3.19 3.38
C -3.18 -4.26 2.71
C -3.21 -4.31 1.34
C -2.62 -3.28 0.62
C -2.02 -2.14 1.25
O -1.53 -1.17 0.55
N -2.66 -3.45 -0.83
O -3.35 -4.35 -1.29
O -2.08 -2.65 -1.54
N -3.78 -5.34 3.47
O -3.77 -5.27 4.69
O -4.28 -6.28 2.86
H -2.56 -3.16 4.46
H -3.66 -5.14 0.83
C -2.53 0.28 -2.95
N -1.45 -0.60 -3.36
C -1.69 -1.49 -4.48
C -0.38 -2.05 -4.98
C 0.35 -2.69 -3.81
N 0.51 -1.71 -2.74
C 1.57 -1.92 -1.78
C -0.39 -0.71 -2.52
O -0.25 0.11 -1.60
H -3.46 -0.07 -3.40
H -2.36 1.32 -3.26
H -2.64 0.25 -1.87
H -2.20 -0.93 -5.27
H -2.36 -2.31 -4.17
H 0.23 -1.25 -5.39
H -0.56 -2.79 -5.76
H 1.34 -3.02 -4.12
H -0.20 -3.56 -3.45
H 2.01 -2.91 -1.95
H 1.19 -1.93 -0.75
H 2.35 -1.16 -1.86
O 2.44 1.55 -1.42
C 2.80 1.01 -0.39
N 2.03 0.63 0.66
S 2.84 -0.18 1.87
O 2.41 -1.55 1.91
O 2.83 0.57 3.09
C 4.41 -0.06 1.06
C 5.62 -0.59 1.44
C 6.70 -0.41 0.57
C 6.54 0.28 -0.63
C 5.30 0.80 -1.00
C 4.23 0.62 -0.13
H 5.74 -1.13 2.37
H 7.67 -0.81 0.83
H 7.39 0.41 -1.28
H 5.15 1.32 -1.93
Te -0.34 1.67 2.59
C -2.04 2.59 1.75
C -2.73 2.00 0.70
C -3.84 2.65 0.17
C -4.25 3.87 0.68
C -3.56 4.45 1.73
C -2.45 3.81 2.27
C 0.91 3.16 1.65
C 2.01 3.63 2.36
C 2.88 4.55 1.77
C 2.64 5.01 0.49
C 1.53 4.55 -0.22
C 0.67 3.63 0.36
H -2.41 1.04 0.32
H -4.38 2.19 -0.65
H -5.12 4.37 0.26
H -3.88 5.40 2.14
H -1.91 4.27 3.09
H 2.21 3.26 3.35
H 3.74 4.90 2.33
H 3.32 5.72 0.03
H 1.36 4.88 -1.23
H -0.16 3.24 -0.21
*
```

As for the orbital gap: 7.56 eV. As for the LUMO energy: 2.004 eV.

***

Record 3
The following is a quantum chemistry calculation of 2 unconnected molecules or ions with the total composition C6H12 at a distorted geometry, from OMol25.

ORCA input file:
```
! RIJCOSX wB97M-V def2-TZVPD def2/J DEFGRID3
* xyz 0 1
C -3.21 1.13 -2.09
C -2.60 0.69 -3.17
C -1.21 1.02 -3.63
H -4.22 0.80 -1.81
H -2.72 1.86 -1.45
H -3.25 0.00 -3.73
H -1.18 1.26 -4.71
H -0.64 0.10 -3.46
H -0.72 1.84 -3.08
C 2.31 -1.32 1.69
C 1.91 -0.59 2.71
C 2.26 -0.88 4.16
H 1.98 -1.13 0.67
H 2.98 -2.17 1.87
H 1.29 0.29 2.48
H 1.61 -0.32 4.85
H 3.31 -0.61 4.37
H 2.13 -1.96 4.34
*
```

As for the orbital gap: 10.65 eV. As for the LUMO energy: 0.990 eV.

***

Record 4
The following is a quantum chemistry calculation of a molecular structure, C46H49BEuN9O7P at a distorted geometry, from OMol25.

ORCA input file:
```
! RIJCOSX wB97M-V def2-TZVPD def2/J DEFGRID3
* xyz -2 8
Eu 13.63 -18.17 -1.14
O 12.03 -18.48 0.44
C 11.41 -19.70 1.02
C 12.36 -20.83 0.54
C 13.60 -20.81 1.16
C 14.22 -21.90 1.68
C 15.60 -22.03 1.78
C 16.35 -20.81 1.76
C 15.78 -19.92 1.07
C 16.69 -18.77 0.67
C 16.20 -17.17 0.79
O 15.00 -16.87 0.10
C 17.45 -16.31 0.33
C 18.87 -16.44 0.60
C 19.77 -15.50 0.01
C 19.40 -14.41 -0.56
C 18.03 -14.12 -0.65
C 17.15 -15.14 -0.29
C 15.96 -16.63 2.43
C 14.79 -17.28 3.11
C 14.54 -16.93 4.40
C 15.35 -16.19 5.18
C 16.53 -15.67 4.54
C 16.86 -15.95 3.19
N 14.53 -19.87 0.60
C 10.00 -19.88 0.56
C 9.46 -19.27 -0.67
C 8.15 -19.16 -0.94
C 7.26 -19.93 -0.21
C 7.57 -20.38 1.05
C 8.89 -20.38 1.34
C 11.36 -19.37 2.63
C 11.60 -20.34 3.61
C 11.76 -20.01 4.89
C 11.37 -18.73 5.27
C 11.00 -17.74 4.35
C 10.96 -18.03 2.99
H 12.26 -20.97 -0.64
H 11.65 -22.20 1.26
H 13.46 -22.44 1.83
H 16.35 -22.99 2.13
H 17.34 -20.97 1.67
H 17.12 -18.60 -0.37
H 17.31 -18.71 1.44
H 18.78 -17.18 1.28
H 20.71 -15.55 0.39
H 19.93 -13.57 -1.08
H 17.72 -13.18 -1.19
H 16.01 -15.17 -0.77
H 13.93 -17.59 2.62
H 13.74 -17.44 5.22
H 15.05 -16.00 6.29
H 17.21 -15.33 5.54
H 17.91 -15.55 3.22
H 10.12 -18.77 -1.41
H 7.80 -18.80 -1.78
H 6.20 -19.86 -0.35
H 6.60 -20.51 1.76
H 9.17 -20.71 2.36
H 11.65 -21.50 3.48
H 12.07 -20.79 5.40
H 11.29 -18.30 6.50
H 10.39 -16.96 4.78
H 10.74 -17.29 2.29
B 14.02 -19.62 -4.22
N 15.04 -18.46 -4.42
C 15.82 -18.20 -5.52
C 16.73 -17.22 -5.19
C 16.52 -17.01 -3.81
N 15.54 -17.73 -3.34
N 14.70 -20.79 -3.41
C 15.39 -21.84 -3.79
C 15.87 -22.47 -2.68
C 15.35 -21.68 -1.56
N 14.61 -20.69 -2.07
H 13.53 -20.20 -5.30
H 13.07 -19.28 -3.53
H 15.75 -18.75 -6.51
H 17.45 -16.69 -5.85
H 16.97 -16.26 -3.12
H 15.46 -22.13 -4.85
H 16.50 -23.34 -2.49
H 15.25 -21.96 -0.50
N 12.25 -22.21 -3.63
C 11.42 -22.68 -2.61
C 11.86 -23.69 -1.72
N 11.15 -24.09 -0.69
C 9.96 -23.57 -0.59
C 9.47 -22.58 -1.51
N 10.18 -22.15 -2.53
H 13.24 -22.27 -3.42
H 11.93 -21.31 -3.91
H 12.84 -24.02 -1.81
H 9.43 -23.88 0.30
H 8.40 -22.10 -1.43
O 11.15 -14.72 -2.97
N 11.66 -15.59 -2.27
O 11.90 -16.71 -2.83
C 12.54 -17.86 -8.55
O 11.96 -16.55 -8.28
P 10.38 -16.51 -7.77
O 10.44 -17.57 -6.61
C 11.26 -17.55 -5.40
O 10.48 -15.07 -7.08
C 9.47 -14.38 -6.32
H 13.62 -17.81 -8.43
H 12.37 -18.13 -9.62
H 12.21 -18.68 -7.91
H 11.02 -18.39 -4.81
H 11.17 -16.63 -4.90
H 12.35 -17.59 -5.65
H 8.65 -14.12 -6.90
H 9.89 -13.63 -5.70
H 9.14 -15.15 -5.63
*
```

Its expectation value of S² is 15.76. As for the orbital gap (alpha / beta): 4.76 / 6.48 eV. As for the LUMO energy (alpha / beta): 4.071 / 4.072 eV.